A) ORCA calculation (the ωB97M-V functional and the def2-TZVPD basis) on a molecular structure, C2H4N2O.

Last column: Mulliken charge in e.
Geometry (Å):
O -0.51 -1.88 0.36  -0.511
N 0.34 1.27 -0.19  -0.251
N 0.93 0.00 -0.42  -0.321
C -0.22 -0.60 0.13  0.318
C -0.75 0.72 0.47  -0.448
H 0.96 1.72 0.38  0.251
H -0.53 -2.44 -0.49  0.341
H 1.03 -0.07 -1.42  0.253
H -1.25 1.28 1.17  0.368

Values from the calculation:
multiplicity: 1
frontier orbital gap: 8.4 eV

---

B) ORCA calculation (the ωB97M-V functional and the def2-TZVPD basis) on C2H4N2O in the gas phase.

Last column: Mulliken charge in e.
Geometry (Å):
O 2.06 -1.26 -0.85  -0.511
N 0.13 -0.66 0.21  -0.201
N -0.84 0.80 1.68  -0.615
C 1.00 -0.68 -0.86  0.126
C -0.70 0.42 0.48  0.074
H -1.47 1.60 1.74  0.253
H 0.63 -0.13 -1.74  0.272
H -1.17 0.86 -0.40  0.311
H 0.50 -1.11 1.04  0.290

Values from the calculation:
multiplicity: 1
frontier orbital gap: 11.1 eV

---

C) ORCA calculation (the ωB97M-V functional and the def2-TZVPD basis) on C2H4N2O in the gas phase.

Last column: Mulliken charge in e.
Geometry (Å):
O 2.14 0.26 -0.08  -0.541
N 0.16 -1.01 -0.55  -0.414
N 0.81 -0.52 0.47  -0.003
C -0.27 0.42 -0.14  0.138
C -1.55 0.10 0.20  -0.417
H -1.76 -0.68 0.93  0.268
H 2.79 -0.41 0.15  0.329
H 0.09 1.27 -0.70  0.389
H -2.40 0.58 -0.28  0.252

Values from the calculation:
multiplicity: 1
frontier orbital gap: 7.5 eV

---

D) ORCA calculation (the ωB97M-V functional and the def2-TZVPD basis) on C2H4N2O in the gas phase.

Last column: Mulliken charge in e.
Geometry (Å):
O -1.39 -0.88 -1.17  -0.476
N -0.57 0.94 0.02  -0.266
N -0.10 -1.36 0.67  -0.499
C -0.73 -0.39 -0.33  0.480
C 0.48 1.59 -0.12  -0.255
H -0.43 -2.28 0.46  0.255
H 1.17 1.17 -0.83  0.290
H 0.96 -1.33 0.79  0.241
H 0.60 2.56 0.50  0.229

Values from the calculation:
multiplicity: 1
frontier orbital gap: 10.3 eV

---

Which of them is the least stable? Correct choice: C).